The following is a DFT calculation (wB97M-V/def2-TZVPD) of an isolated molecule of C5H8N2 in a non-equilibrium geometry.

Last column: Löwdin charge in e.
Positions of all 15 atoms, in Å:
C -2.44031 -0.08248 -0.26579  -0.029
N -1.07615 0.09988 0.14325  -0.179
C 0.01489 -0.64276 -0.14412  -0.047
C 1.14719 0.09367 0.09277  -0.333
C 2.53732 -0.41028 -0.03022  -0.105
C 0.80462 1.43707 0.49708  -0.027
N -0.53789 1.34601 0.37459  -0.042
H -2.59312 0.16568 -1.32348  0.092
H -3.08679 0.54300 0.35632  0.090
H -2.69202 -1.13193 -0.08869  0.092
H -0.11680 -1.65834 -0.49718  0.131
H 3.11098 -0.07657 -0.90509  0.071
H 2.66530 -1.50412 -0.07924  0.069
H 3.22330 -0.16012 0.79348  0.073
H -0.96052 1.98129 1.07633  0.143

Properties
ΔE to the lowest compared entry with this formula, charge and spin	297.1	kJ/mol
gap between HOMO and LUMO	8.99	eV

The following is a DFT calculation (wB97M-V/def2-TZVPD) of C27H24CoN5O4S as an isolated structure.

Last column: Löwdin charge in e.
Positions of all 62 atoms, in Å:
Co -0.23299 0.81711 -0.04897  0.517
C -1.10702 -3.28681 0.40821  -0.008
C -1.01379 -1.84264 0.05496  -0.251
N -0.13682 -1.03231 0.50925  -0.037
N 0.81592 -1.34554 1.42123  0.105
C 1.53846 -0.24527 1.63522  -0.420
O 1.37476 0.87730 1.06495  -0.031
C 2.65688 -0.36125 2.61534  -0.133
C 3.44756 0.75500 2.86827  -0.015
C 4.49226 0.67777 3.77721  -0.087
C 4.75371 -0.51478 4.43749  -0.106
C 3.96595 -1.63099 4.18659  -0.095
C 2.92120 -1.55629 3.27899  -0.034
C -1.94011 -1.18711 -0.88544  -0.193
C -2.94035 -1.85696 -1.56853  0.002
C -3.77875 -1.14127 -2.40709  -0.051
C -3.59643 0.22274 -2.54331  -0.037
C -2.57045 0.82937 -1.83635  -0.055
N -1.76682 0.14336 -1.03673  0.071
H -0.36461 -3.51687 1.16812  0.069
H -0.90914 -3.90036 -0.47509  0.085
H -2.10207 -3.53280 0.78422  0.086
H 3.22268 1.67256 2.34197  0.118
H 5.10354 1.55026 3.97125  0.097
H 5.56946 -0.57488 5.14768  0.093
H 4.16737 -2.56249 4.70123  0.095
H 2.29675 -2.41424 3.07226  0.101
H -3.05706 -2.92315 -1.43594  0.111
H -4.56906 -1.64709 -2.94705  0.105
H -4.23163 0.82213 -3.17950  0.104
H -2.37623 1.89211 -1.90074  0.125
C 1.27014 -3.00763 -3.65950  -0.128
C 0.58221 -1.98150 -4.29432  -0.110
C 0.41291 -0.75156 -3.67677  -0.042
C 0.93145 -0.52380 -2.39729  -0.268
C 1.64522 -1.55351 -1.77370  -0.039
C 1.80394 -2.78026 -2.39440  -0.103
N 0.74406 0.69294 -1.73077  -0.067
N 0.61536 1.73469 -2.55719  0.056
C 0.12968 2.82595 -1.88468  -0.330
C 0.07216 4.08579 -2.49778  -0.060
C -0.45873 5.15481 -1.79624  -0.134
C -0.93480 4.98165 -0.49914  -0.120
C -0.88445 3.72431 0.10811  -0.088
C -0.35290 2.64113 -0.57195  -0.136
H 1.39848 -3.96697 -4.14573  0.085
H 0.16448 -2.14213 -5.28186  0.091
H -0.12332 0.05188 -4.16321  0.095
H 2.07351 -1.37252 -0.79679  0.099
H 2.36001 -3.56270 -1.89099  0.095
H 0.44535 4.20346 -3.50850  0.093
H -0.50440 6.13315 -2.26201  0.084
H -1.35458 5.82403 0.03889  0.085
H -1.27738 3.58731 1.10800  0.089
C -2.09728 -0.11875 3.66040  -0.147
S -2.53426 0.80412 2.20513  0.430
O -3.28437 -0.10785 1.35902  -0.330
O -3.24361 1.97848 2.65802  -0.332
O -1.19921 1.14257 1.64207  -0.367
H -3.01366 -0.37178 4.18957  0.056
H -1.45630 0.50461 4.28039  0.062
H -1.56289 -1.01654 3.35356  0.050

Properties
ΔE to the lowest compared entry with this formula, charge and spin	0.0	kJ/mol
charge	-1
gap between HOMO and LUMO (alpha / beta)	5.33 / 7.19	eV
spin multiplicity	2

The following is a DFT calculation (wB97M-V/def2-TZVPD) of C28H25N5OPdS as an isolated structure.

Last column: Löwdin charge in e.
Positions of all 61 atoms, in Å:
Pd 0.69294 -0.21545 0.15927  0.624
O -0.29905 -0.70399 -2.87571  -0.101
C -0.29479 0.59836 -3.43408  -0.227
C 0.91907 1.40111 -3.02651  -0.269
C 1.97084 1.61244 -3.90837  -0.019
C 3.07871 2.32633 -3.48305  -0.066
C 3.09806 2.80803 -2.18603  -0.070
C 2.00523 2.55168 -1.37354  -0.159
N 0.93485 1.86755 -1.77193  0.081
H -0.10099 -0.62130 -1.91081  -0.008
H -1.19228 1.16005 -3.15048  0.104
H -0.31222 0.47294 -4.51623  0.115
H 1.91991 1.21012 -4.91191  0.113
H 3.91158 2.50231 -4.15244  0.106
H 3.93963 3.37207 -1.80419  0.102
H 1.98713 2.90517 -0.34879  0.104
S -5.02994 -1.73898 5.23940  1.002
N -5.01686 -1.06668 3.77199  -0.218
C -3.75071 -0.85538 3.47028  -0.306
C -3.26614 -0.31482 2.21286  -0.086
C -4.12231 0.04265 1.17366  0.007
C -3.57910 0.52002 0.00587  -0.030
C -2.19644 0.57858 -0.10281  -0.109
N -1.36528 0.22546 0.87104  0.018
C -1.88205 -0.17603 2.04444  -0.131
C -0.95424 -0.46658 3.15605  -0.152
N 0.33217 -0.15773 2.97634  0.109
C 1.19103 -0.40324 3.94897  -0.104
C 0.82336 -0.98361 5.16440  -0.032
C -0.50149 -1.27856 5.37450  -0.001
C -1.42132 -1.00719 4.36251  -0.091
C -2.84889 -1.21993 4.51166  -0.305
N -3.45217 -1.70250 5.58094  -0.217
H -5.19174 -0.06236 1.30637  0.120
H -4.19835 0.81997 -0.82781  0.112
H -1.73169 0.91289 -1.02156  0.082
H 2.22165 -0.12423 3.75984  0.086
H 1.56915 -1.17643 5.92441  0.108
H -0.84894 -1.70461 6.30816  0.118
C 2.46981 -3.47644 0.90464  -0.060
C 3.08014 -2.16161 0.38903  -0.593
C 4.23196 -2.48802 -0.59323  -0.041
C 1.94474 -1.50792 -0.36882  -0.133
C 3.67388 -1.32390 1.51567  -0.206
C 4.15104 -1.89900 2.69015  -0.046
C 4.75573 -1.12617 3.67841  -0.100
C 4.89260 0.24224 3.50713  -0.111
C 4.42974 0.82787 2.33267  -0.086
C 3.83486 0.05126 1.35079  -0.058
H 1.94743 -3.98504 0.09116  0.087
H 1.75584 -3.27947 1.70545  0.084
H 3.24755 -4.15187 1.26865  0.081
H 3.88976 -3.17998 -1.36710  0.083
H 5.07258 -2.94409 -0.06353  0.087
H 4.59572 -1.57936 -1.07968  0.085
H 1.85450 -2.07410 -1.30588  0.035
H 4.04964 -2.96555 2.85265  0.104
H 5.11696 -1.59973 4.58406  0.101
H 5.35837 0.84810 4.27510  0.099
H 4.53433 1.89651 2.18457  0.101
H 3.46914 0.51459 0.44585  0.080

Properties
gap between HOMO and LUMO	5.93	eV

The following is a DFT calculation (wB97M-V/def2-TZVPD) of a 2-piece molecular cluster, C3H7NO overall in a non-equilibrium geometry.

Last column: Löwdin charge in e.
Positions of all 12 atoms, in Å:
C -0.38156 -0.30791 1.62923  -0.211
C 0.14003 0.82810 2.33596  -0.104
C 0.23251 -0.47482 -2.39084  -0.214
N -0.49725 -0.64445 0.48428  0.088
O 0.33565 0.23996 -1.22719  -0.123
H 1.18487 0.98459 1.94985  0.108
H -0.38647 1.71275 2.05776  0.072
H -0.08483 0.69447 3.35819  0.049
H 0.19334 0.28107 -3.19337  0.098
H 1.13984 -0.97541 -2.46903  0.042
H -0.65514 -1.17470 -2.51492  0.101
H -1.22097 -1.16367 -0.01992  0.093

Properties
ΔE to the lowest compared entry with this formula, charge and spin	140.0	kJ/mol
gap between HOMO and LUMO (alpha / beta)	7.12 / 8.56	eV
spin multiplicity	3

The following is a DFT calculation (wB97M-V/def2-TZVPD) of a 2-piece molecular cluster, C3H7NO2 overall in a non-equilibrium geometry.

Last column: Löwdin charge in e.
Positions of all 13 atoms, in Å:
C -1.66440 0.10061 0.11652  -0.082
C -0.82516 -0.82230 0.66031  -0.301
O -0.77866 -2.09487 0.24024  0.030
C 1.17100 0.52624 -0.27837  -0.262
O 0.40879 0.99647 -1.23563  -0.044
N 2.43558 0.96482 -0.36718  0.063
H -1.75552 1.05632 0.61890  0.081
H -2.45378 -0.24880 -0.53049  0.075
H -0.53979 0.70104 -0.87441  0.029
H -0.25244 -0.66295 1.56443  0.110
H -1.43200 -2.21378 -0.46659  0.114
H 3.07610 0.56888 0.31577  0.085
H 2.85119 1.47886 -1.15033  0.103

Properties
ΔE to the lowest compared entry with this formula, charge and spin	348.4	kJ/mol
gap between HOMO and LUMO	9.24	eV